# 1
This record from the Open Molecules 2025 dataset describes the molecule C16H18ClNO2. The level of theory is ωB97M-V with the def2-TZVPD basis set.

Each line ends with the natural charge from an NBO analysis.
Element x y z (Å)
C: 5.066222 1.697880 -0.421333  -0.40
C: 3.824741 2.131137 -0.539173  -0.16
C: 2.787444 2.047985 0.537400  -0.54
C: 1.467067 1.501118 0.009977  0.70
O: 0.463888 2.191583 -0.020619  -0.64
N: 1.469572 0.236217 -0.478076  -0.44
C: 2.444683 -0.788813 -0.182142  -0.22
C: 1.934072 -1.667073 0.965677  -0.41
C: 0.560662 -2.244658 0.628660  -0.39
C: -0.411184 -1.121209 0.257975  -0.34
C: -1.762609 -1.659631 -0.173044  0.60
O: -1.887880 -2.796270 -0.575438  -0.54
C: -2.918642 -0.730792 -0.104097  -0.20
C: -2.820854 0.626246 0.210795  -0.11
C: -3.954078 1.416317 0.248702  -0.26
C: -5.196030 0.858654 -0.018867  -0.02
Cl: -6.605884 1.849543 0.039127  0.02
C: -5.315739 -0.487583 -0.334132  -0.24
C: -4.179777 -1.267650 -0.377420  -0.13
C: 0.204607 -0.321123 -0.905240  -0.21
H: 5.781839 1.798404 -1.218796  0.20
H: 5.426762 1.234861 0.483967  0.19
H: 3.493572 2.603628 -1.454166  0.21
H: 2.568355 3.057788 0.896126  0.25
H: 3.144264 1.454944 1.381488  0.22
H: 3.406350 -0.343364 0.060896  0.22
H: 2.571788 -1.399864 -1.082275  0.20
H: 2.644929 -2.472876 1.152017  0.22
H: 1.861093 -1.061275 1.872481  0.20
H: 0.169407 -2.804674 1.479794  0.22
H: 0.639227 -2.935352 -0.212972  0.22
H: -0.536952 -0.450108 1.112007  0.22
H: -1.871739 1.096384 0.414427  0.23
H: -3.874510 2.465661 0.485104  0.23
H: -6.285585 -0.911001 -0.542854  0.23
H: -4.244237 -2.317061 -0.623598  0.24
H: -0.444229 0.497906 -1.216684  0.25
H: 0.379391 -0.985893 -1.755690  0.20

Cartesian forces, eV/Å:
0.12 0.03 -0.07
-0.04 0.01 0.08
-0.12 0.14 0.03
0.31 0.07 0.12
-0.27 0.29 0.10
-0.12 -0.15 -0.37
0.29 -0.18 0.45
-0.02 -0.06 -0.28
-0.06 0.17 0.18
0.18 -0.43 -0.25
0.36 0.09 0.17
0.01 0.03 0.00
-0.64 0.08 -0.08
0.03 -0.28 -0.04
-0.21 0.08 0.00
0.34 -0.15 0.00
-0.18 0.13 0.01
-0.05 0.10 0.02
0.19 0.03 0.01
-0.41 0.29 0.07
0.10 0.06 -0.19
-0.01 -0.11 0.21
0.03 0.05 -0.17
-0.08 -0.16 0.03
0.03 0.00 0.02
-0.06 -0.04 -0.09
0.08 0.05 0.03
0.04 -0.01 0.06
0.08 0.03 0.06
-0.01 -0.08 -0.05
-0.04 -0.04 0.02
-0.02 0.06 -0.06
0.18 0.03 0.01
-0.02 0.09 0.02
-0.09 -0.01 -0.01
-0.01 -0.06 -0.02
0.09 -0.14 -0.04
-0.02 -0.02 0.03

Calculated values
**SMILES**: C=CCC(=O)N1CCC[C@H](C(=O)c2ccc(Cl)cc2)C1
**Total charge**: 0
**Calculated total energy**: -1285.93244 Ha

=====

# 2
This record from the Open Molecules 2025 dataset describes a cluster of 4 separate species, C16H18F10NO10 in total. The level of theory is ωB97M-V with the def2-TZVPD basis set.

Each line ends with the natural charge from an NBO analysis.
Element x y z (Å)
F: 8.697221 -2.646054 3.693109  -0.28
C: 7.745914 -2.385066 2.786227  0.93
F: 7.748601 -1.077444 2.496459  -0.30
F: 7.976222 -3.097765 1.673875  -0.29
C: 6.364532 -2.761905 3.389298  0.55
F: 6.322016 -2.333119 4.668326  -0.29
F: 6.234993 -4.111967 3.373073  -0.30
C: 5.155865 -2.159133 2.638602  0.63
F: 4.942585 -0.878013 3.012463  -0.31
F: 5.440076 -2.152734 1.301305  -0.32
C: 3.867939 -2.949640 2.813851  -0.14
C: 3.411886 -3.242707 4.239252  -0.09
O: 2.293472 -4.107642 4.171529  -0.49
C: 1.210101 -3.538581 3.475991  -0.10
C: 1.587985 -3.116181 2.063903  -0.25
N: 2.746532 -2.183835 2.187485  -0.50
H: 3.957826 -3.897753 2.300968  0.26
H: 4.181775 -3.762821 4.788518  0.25
H: 3.131825 -2.325868 4.761538  0.19
H: 0.445064 -4.299667 3.399853  0.24
H: 0.790982 -2.675459 4.000723  0.18
H: 1.901971 -3.980903 1.491859  0.23
H: 0.776913 -2.634693 1.543127  0.27
H: 2.470014 -1.460181 2.852650  0.45
H: 2.991424 -1.716957 1.312816  0.46
C: 1.137978 0.661334 -2.071711  -0.15
C: 1.220866 -0.844507 -2.147235  0.45
O: 1.418646 -1.204479 -0.769675  -0.53
C: 0.873012 -0.220234 -0.012415  0.98
O: 0.682510 -0.331673 1.162094  -0.63
O: 0.599848 0.857660 -0.740754  -0.46
F: 2.275389 -1.277655 -2.863502  -0.31
H: 2.128241 1.114207 -2.126352  0.21
H: 0.485997 1.103894 -2.825995  0.26
H: 0.316412 -1.333991 -2.509775  0.17
C: -2.791724 4.174534 -2.838792  -0.13
C: -3.584830 2.887450 -2.842968  0.45
O: -2.868603 2.090385 -3.779265  -0.49
C: -1.585230 2.524515 -3.791557  0.98
O: -0.678251 1.937384 -4.290343  -0.59
O: -1.470867 3.702208 -3.154796  -0.48
F: -4.848664 3.070019 -3.281094  -0.32
H: -3.132022 4.851494 -3.622157  0.22
H: -2.799957 4.689136 -1.883010  0.22
H: -3.612405 2.370166 -1.882399  0.15
C: -9.408510 3.430256 -2.448601  -0.13
C: -8.537970 3.441169 -3.683947  0.45
O: -7.832566 4.663239 -3.551560  -0.49
C: -7.742816 4.937013 -2.218979  0.97
O: -7.005523 5.728857 -1.743862  -0.56
O: -8.600544 4.160072 -1.517241  -0.48
F: -9.266262 3.466206 -4.824847  -0.32
H: -10.345918 3.959947 -2.621162  0.21
H: -9.617462 2.432325 -2.073797  0.21
H: -7.821445 2.619302 -3.737956  0.15

Cartesian forces, eV/Å:
-0.50 0.14 -0.63
0.42 -0.09 -0.02
0.12 -0.46 0.08
-0.06 0.44 0.63
0.13 -0.08 0.33
-0.08 -0.16 -0.30
0.05 0.32 0.01
-0.09 -0.05 -0.45
0.11 -0.03 0.07
-0.14 0.09 0.22
0.20 0.20 0.40
-0.42 -0.35 -0.14
0.21 0.03 0.02
-0.15 0.08 -0.37
-0.23 -0.56 0.15
-0.01 -0.18 0.07
0.13 -0.11 -0.25
0.14 -0.06 0.18
0.16 0.25 0.13
-0.19 -0.12 0.12
0.02 0.08 0.25
0.23 -0.05 -0.18
-0.15 0.33 0.03
-0.03 0.42 -0.22
-0.03 -0.14 -0.18
-0.12 0.20 -0.17
0.19 -0.04 -0.10
-0.20 -0.11 -0.02
0.05 0.28 -0.14
0.20 -0.06 0.24
0.00 -0.08 -0.13
0.02 0.02 0.13
0.04 -0.08 0.02
0.05 -0.06 0.27
0.05 -0.06 -0.03
0.06 0.17 0.09
-0.05 0.11 -0.16
0.04 -0.08 0.30
-0.06 0.18 -0.21
-0.03 -0.11 0.01
-0.11 0.05 0.08
-0.02 -0.09 -0.08
-0.09 -0.06 -0.03
0.18 -0.06 0.02
-0.12 -0.02 -0.02
-0.07 -0.10 0.16
-0.11 0.18 -0.19
0.09 -0.30 0.16
-0.06 0.03 -0.06
0.15 0.16 0.07
-0.08 -0.09 -0.12
0.05 0.04 0.05
0.03 0.04 -0.10
0.11 0.04 0.13
-0.03 -0.02 -0.12

Calculated values
**Total charge**: +1
**Calculated total energy**: -2426.12469 Ha

=====

# 3
This record from the Open Molecules 2025 dataset describes a structure of composition C16H18F4N2S5SbSe4Ti. The level of theory is ωB97M-V with the def2-TZVPD basis set.

Each line ends with the natural charge from an NBO analysis.
Element x y z (Å)
Ti: -0.649649 0.250396 -0.186250  1.06
C: 2.600464 -0.611954 -0.289661  -0.63
C: 2.443480 0.847372 0.088052  -0.24
N: 1.195252 1.131268 0.865607  -0.49
C: 0.984250 2.597392 0.930091  -0.24
C: -0.409103 2.895906 1.446107  -0.60
C: 1.346983 0.560311 2.236238  -0.23
C: 0.157494 -0.308455 2.616400  -0.24
N: -0.280803 -0.983344 1.405824  -0.75
C: -0.449679 -2.322314 1.294634  0.10
C: -0.670509 -2.783809 -0.007850  0.28
F: -0.660689 -1.790780 -0.969277  -0.30
C: -0.876450 -4.089701 -0.364924  0.37
F: -1.071127 -4.404481 -1.646869  -0.29
C: -0.880069 -5.070024 0.611696  -0.40
C: -0.677557 -4.656492 1.914108  0.37
F: -0.687487 -5.568593 2.898092  -0.31
C: -0.472475 -3.334928 2.265917  0.24
F: -0.319090 -3.042598 3.575203  -0.32
H: 3.559631 -0.736681 -0.789217  0.26
H: 2.556988 -1.288435 0.566135  0.19
H: 1.844453 -0.910876 -1.020035  0.23
H: 3.290781 1.186570 0.696693  0.19
H: 2.430076 1.461878 -0.810459  0.27
H: 1.747770 3.051648 1.571861  0.19
H: 1.116677 2.996194 -0.075569  0.27
H: -0.571462 2.540430 2.465486  0.21
H: -0.621040 3.964549 1.419046  0.25
H: -1.173007 2.450518 0.787993  0.19
H: 2.244533 -0.053673 2.246301  0.21
H: 1.496742 1.366611 2.958792  0.20
H: 0.434365 -0.990675 3.417413  0.22
H: -0.654956 0.317283 3.001532  0.18
H: -1.039088 -6.108948 0.368190  0.25
C: -3.389066 -0.472411 3.305329  -0.74
S: -4.973459 0.072117 2.631420  0.27
C: -4.477183 1.468286 1.684719  -0.44
C: -3.745492 1.461280 0.551544  -0.37
S: -3.079042 0.049592 -0.239453  -0.17
S: -3.563444 3.016904 -0.233798  0.51
C: -4.449510 3.972578 0.908324  -0.58
S: -4.644272 5.595392 0.786052  -0.07
S: -5.081973 3.022130 2.206640  0.47
H: -3.599446 -1.345874 3.921577  0.23
H: -2.949659 0.305624 3.927217  0.21
H: -2.718150 -0.752966 2.496176  0.23
Se: 2.711778 3.987829 -2.204817  -0.74
Sb: 2.445635 2.302807 -3.887463  1.09
Se: 3.729864 0.308832 -3.731022  -0.71
Se: 1.179263 2.760919 -5.826364  -0.65
Se: -0.096657 1.226466 -2.116175  -0.27

Cartesian forces, eV/Å:
0.44 0.40 -0.49
0.01 -0.01 -0.01
-0.01 -0.02 0.00
-0.23 0.00 0.00
-0.05 0.03 0.03
0.01 -0.03 -0.03
-0.01 -0.02 -0.02
-0.08 0.03 -0.01
0.10 -0.18 -0.02
-0.06 0.09 0.04
-0.02 -0.03 -0.04
-0.08 0.00 -0.02
0.00 0.01 0.03
0.00 0.00 -0.01
0.00 0.00 -0.02
0.00 0.02 0.01
0.00 -0.01 0.00
0.01 -0.03 0.02
0.00 0.00 0.00
0.01 0.01 0.01
-0.01 -0.01 0.02
-0.01 0.00 0.01
0.00 0.00 -0.01
-0.01 0.00 0.05
0.02 -0.01 -0.02
-0.01 0.01 0.03
-0.02 0.00 -0.01
0.02 0.01 -0.01
0.03 -0.01 0.06
0.03 -0.01 0.00
-0.01 0.00 0.00
0.03 0.00 -0.02
-0.01 -0.01 0.03
0.00 0.00 0.00
0.02 0.02 0.02
-0.01 0.00 0.00
0.01 -0.04 -0.06
-0.01 -0.01 0.02
0.11 0.11 0.14
-0.08 0.00 -0.04
0.06 0.01 0.03
-0.02 0.00 -0.01
-0.02 0.00 0.00
0.00 0.00 -0.01
0.00 0.00 0.00
0.01 -0.01 -0.01
0.02 -0.04 -0.07
0.13 0.14 -0.05
0.00 0.01 0.05
-0.01 0.01 -0.02
-0.33 -0.43 0.41

Calculated values
**Total charge**: -1
**Calculated total energy**: -13815.99246 Ha

=====

# 4
This record from the Open Molecules 2025 dataset describes a structure of composition C16H18IN3O2Pd. The level of theory is ωB97M-V with the def2-TZVPD basis set.

Each line ends with the Mulliken spin population.
Element x y z (Å)
C: -2.911632 -3.690765 2.183668  0.10
C: -3.457925 -2.547896 3.028494  0.01
H: -3.567262 -3.947027 1.352996  0.00
H: -2.694160 -4.602328 2.745779  0.00
H: -1.958036 -3.363912 1.742664  0.00
H: -3.407453 -1.620624 2.453007  0.00
H: -4.501793 -2.697160 3.337642  0.01
H: -2.869953 -2.416100 3.941656  0.00
C: 0.479119 -1.222702 -2.634715  -0.01
C: 0.759825 -0.927130 -3.968162  0.02
C: 0.538552 0.375092 -4.414435  -0.01
C: 0.061681 1.322428 -3.516868  0.01
H: 0.620031 -2.226697 -2.210707  0.04
H: 1.109497 -1.731462 -4.607409  0.00
H: 0.743272 0.664489 -5.438810  0.00
H: -0.027765 2.370973 -3.775125  0.00
N: -0.079953 -0.336474 -1.829548  0.24
C: -0.268118 0.941954 -2.196723  -0.03
C: -0.647994 1.893130 -1.137624  0.03
N: -0.796214 1.424739 0.123014  0.12
C: -1.010582 2.218480 1.181707  0.01
C: -0.947730 4.124844 -0.280308  0.00
C: -1.101033 3.600699 1.004644  0.01
H: -1.113879 1.723268 2.155497  0.01
H: -1.285505 4.232786 1.868670  0.00
C: -0.706757 3.276104 -1.349649  0.01
H: -0.505570 3.630201 -2.352037  0.00
H: -1.003326 5.193643 -0.467607  0.00
Pd: -0.584483 -0.732522 0.343341  1.34
I: -0.627286 -3.290272 -0.263792  0.96
O: 2.196716 1.294034 -0.894748  0.43
C: 2.332345 0.544440 0.074383  -0.09
C: 3.551772 0.550028 0.994345  0.07
C: 3.394311 -0.691352 1.854126  0.01
C: 1.932205 -1.095436 1.654454  -0.05
O: 1.256365 -1.824171 2.379493  0.21
N: 1.468910 -0.446180 0.521435  0.58
H: 4.452175 0.563924 0.367855  0.00
H: 3.536779 1.467073 1.605430  -0.01
H: 4.074476 -1.479732 1.503882  -0.01
H: 3.566378 -0.522388 2.920086  0.00

Cartesian forces, eV/Å:
-0.54 -0.28 0.18
0.10 0.03 0.20
-0.07 -0.01 0.00
-0.03 0.15 -0.03
0.48 0.01 -0.01
-0.17 0.12 0.09
0.30 -0.08 -0.23
-0.05 0.01 -0.15
-0.32 -0.36 -0.76
-0.08 -0.15 0.40
-0.07 -0.09 0.27
-0.27 -0.02 1.10
0.17 0.46 -0.51
0.09 0.29 -0.02
0.03 -0.09 0.08
-0.05 -0.26 -0.30
-0.41 0.55 1.01
0.59 -0.39 -1.20
-0.01 1.12 0.89
-0.21 -0.90 0.14
-0.08 0.55 -0.63
-0.04 -0.02 0.10
-0.03 -0.30 0.13
0.03 0.36 -0.42
0.05 -0.03 -0.22
0.14 -0.91 -0.09
-0.23 0.34 0.21
0.01 -0.14 0.19
0.24 0.83 -1.71
-0.41 -0.72 0.41
-0.38 -1.31 1.48
0.80 0.37 -0.61
0.37 0.50 0.25
-0.10 -0.37 0.11
1.49 -0.87 2.20
0.54 1.38 -1.85
-1.39 0.42 -0.60
-0.24 0.07 0.18
-0.01 -0.17 -0.36
-0.32 -0.03 0.25
0.10 -0.07 -0.17

Calculated values
**Total charge**: +2
**⟨S²⟩**: 6.047
**Calculated total energy**: -1360.13108 Ha
**Spin multiplicity**: 5

=====

# 5
This record from the Open Molecules 2025 dataset describes a structure of composition C16H18IrNO2S3. The level of theory is ωB97M-V with the def2-TZVPD basis set.

Each line ends with the natural charge from an NBO analysis.
Element x y z (Å)
Ir: 0.856710 0.972609 -0.265079  0.65
C: 0.131113 4.162370 0.338779  -0.58
C: -1.161321 3.602405 -0.212959  -0.55
S: -0.855979 2.129288 -1.253943  0.59
C: -2.378204 1.220278 -0.903896  -0.56
C: -2.440257 0.717235 0.524880  -0.55
S: -0.765605 0.352511 1.209833  0.54
C: -0.654866 1.655121 2.507808  -0.54
C: 0.692860 2.346898 2.522815  -0.57
S: 1.288629 2.896969 0.907652  0.58
H: -0.052448 4.877705 1.141384  0.28
H: 0.695354 4.686702 -0.434622  0.28
H: -1.634211 4.339859 -0.863819  0.28
H: -1.879410 3.333483 0.557146  0.23
H: -2.353542 0.402064 -1.618115  0.26
H: -3.242783 1.831439 -1.170453  0.29
H: -2.996408 -0.220071 0.550942  0.28
H: -2.936613 1.394120 1.217097  0.26
H: -0.814089 1.149732 3.460888  0.28
H: -1.476672 2.351449 2.365745  0.23
H: 1.485067 1.679366 2.867001  0.27
H: 0.679159 3.200174 3.203439  0.28
O: 4.636630 -0.000931 -1.034641  -0.43
C: 3.481614 -0.043931 -0.780296  0.73
O: 2.778675 1.067394 -0.398540  -0.72
C: 2.628499 -1.269673 -0.810528  0.14
C: 3.214502 -2.531232 -0.821328  -0.22
C: 2.399057 -3.626513 -0.785135  -0.05
C: 1.002515 -3.457733 -0.812884  -0.09
C: 0.123516 -4.569853 -0.822232  -0.13
C: -1.221904 -4.389187 -0.935721  -0.18
C: -1.741634 -3.083647 -1.061805  -0.16
C: -0.917960 -1.993207 -1.022069  -0.20
C: 0.469060 -2.148498 -0.869312  0.16
N: 1.310357 -1.054090 -0.801808  -0.51
H: 4.293301 -2.596701 -0.848023  0.28
H: 2.813293 -4.626938 -0.760115  0.25
H: 0.544595 -5.564633 -0.753177  0.24
H: -1.890391 -5.238425 -0.954197  0.25
H: -2.805373 -2.952086 -1.215318  0.24
H: -1.304853 -1.001826 -1.165377  0.17

Cartesian forces, eV/Å:
0.51 0.52 0.49
-0.10 0.03 -0.10
-0.01 0.16 -0.02
0.08 -0.34 -0.21
-0.18 -0.01 -0.07
-0.16 -0.24 -0.05
-0.06 0.03 0.02
-0.02 -0.04 0.18
-0.10 0.02 0.11
0.01 0.18 0.11
0.03 -0.05 0.04
-0.02 0.00 -0.01
-0.04 -0.07 -0.05
0.07 0.01 0.06
-0.11 0.02 -0.05
0.08 0.13 0.07
0.07 -0.03 0.08
0.04 0.09 -0.07
-0.02 -0.04 -0.02
0.05 0.05 -0.01
0.00 0.00 0.00
-0.02 0.02 -0.04
0.02 -0.20 0.01
-0.02 0.58 0.04
0.16 -0.58 -0.25
-0.36 -0.06 -0.02
0.15 0.13 -0.11
-0.04 -0.09 -0.02
0.04 -0.06 0.01
-0.01 0.01 -0.01
-0.03 0.00 0.00
-0.02 0.00 -0.03
0.02 -0.07 0.05
0.23 0.14 0.01
-0.23 -0.30 -0.17
0.00 0.01 0.03
0.00 0.01 0.02
0.01 0.01 -0.02
0.00 0.01 -0.01
0.00 0.00 0.03
-0.01 0.04 -0.02

Calculated values
**Total charge**: +2
**Calculated total energy**: -2124.11255 Ha